1.
DFT (wB97M-V/def2-TZVPD) results for a 13-piece molecular cluster, C43H78O23S4 overall in a non-equilibrium geometry.

* HOMO-LUMO gap: 8.9 eV
* net charge: 0
* spin multiplicity: 1
* E_tot: -136287.216 eV

Each line ends with the Löwdin charge.
Atoms and positions in Å:
1 C 4.805 -4.695 -0.053  -0.240
2 S 5.746 -4.429 -1.568  0.799
3 O 5.135 -3.354 -2.377  -0.536
4 C 7.170 -3.866 -0.778  -0.306
5 H 4.532 -3.709 0.263  0.041
6 H 5.503 -5.136 0.661  0.046
7 H 4.016 -5.430 -0.268  0.057
8 H 7.876 -3.589 -1.549  0.049
9 H 7.684 -4.668 -0.236  0.066
10 H 6.956 -3.067 -0.009  0.085
11 C -1.155 -5.767 1.835  -0.250
12 S 0.600 -5.424 1.850  0.845
13 O 0.790 -4.038 2.414  -0.559
14 C 1.134 -6.458 3.206  -0.247
15 H -1.316 -6.769 1.423  0.063
16 H -1.554 -4.990 1.209  0.006
17 H -1.566 -5.686 2.832  0.049
18 H 2.195 -6.539 3.240  0.042
19 H 0.625 -7.404 3.151  0.046
20 H 0.777 -5.946 4.108  0.054
21 C -4.196 -2.311 -1.355  -0.285
22 S -4.118 -2.766 0.321  0.830
23 O -2.713 -3.245 0.616  -0.544
24 C -4.369 -1.291 1.158  -0.281
25 H -5.150 -1.813 -1.568  0.064
26 H -4.151 -3.244 -1.905  0.055
27 H -3.352 -1.645 -1.616  0.054
28 H -5.380 -0.933 0.970  0.065
29 H -3.639 -0.530 1.011  0.056
30 H -4.380 -1.491 2.246  0.058
31 C -0.879 4.572 1.933  -0.268
32 S -1.786 5.131 0.478  0.821
33 O -3.230 5.020 0.863  -0.540
34 C -1.220 6.909 0.581  -0.219
35 H -1.057 3.487 2.035  0.064
36 H -1.180 5.180 2.730  0.036
37 H 0.184 4.719 1.730  0.047
38 H -1.410 7.254 1.598  0.053
39 H -1.889 7.365 -0.143  0.037
40 H -0.179 6.995 0.257  0.052
41 C 0.089 -1.428 1.216  -0.013
42 O 0.202 -0.134 0.570  -0.013
43 C -0.446 0.126 -0.542  -0.627
44 O -1.043 -0.712 -1.153  0.120
45 O -0.312 1.428 -0.862  -0.027
46 C -0.816 2.052 -2.057  -0.021
47 H 0.581 -2.223 0.663  0.082
48 H -0.952 -1.694 1.370  0.072
49 H 0.592 -1.313 2.171  0.080
50 H -0.859 3.093 -1.767  0.066
51 H -1.823 1.628 -2.285  0.087
52 H -0.167 1.917 -2.932  0.076
53 O 3.745 -0.545 0.498  0.135
54 C 3.680 -0.430 -0.667  -0.484
55 O 4.442 0.435 -1.420  0.001
56 C 4.275 0.086 -2.792  -0.140
57 C 2.846 -0.615 -2.905  -0.112
58 C 2.759 -1.263 -1.516  -0.075
59 H 5.108 -0.580 -3.097  0.121
60 H 4.452 1.078 -3.267  0.125
61 H 2.647 -1.268 -3.772  0.116
62 H 2.079 0.203 -2.967  0.100
63 H 3.028 -2.316 -1.580  0.106
64 H 1.738 -1.171 -1.105  0.104
65 O 2.734 0.416 -5.834  0.109
66 C 1.524 0.506 -5.926  -0.471
67 O 0.774 0.942 -4.915  0.011
68 C -0.570 0.628 -5.108  -0.205
69 C -0.715 0.058 -6.470  -0.160
70 C 0.648 0.082 -7.069  -0.065
71 H -1.057 1.592 -4.900  0.121
72 H -0.843 -0.060 -4.281  0.135
73 H -1.421 0.710 -6.996  0.126
74 H -1.110 -0.941 -6.411  0.111
75 H 0.775 0.831 -7.901  0.154
76 H 0.975 -0.864 -7.458  0.125
77 O -2.522 -0.707 4.033  0.092
78 C -2.283 -1.673 4.689  -0.518
79 O -2.414 -1.576 6.021  0.040
80 C -1.762 -2.746 6.582  -0.157
81 C -1.826 -3.844 5.564  -0.138
82 C -1.784 -3.026 4.250  -0.063
83 H -2.283 -2.981 7.506  0.126
84 H -0.729 -2.507 6.785  0.113
85 H -2.730 -4.460 5.692  0.121
86 H -0.952 -4.486 5.628  0.105
87 H -2.457 -3.321 3.434  0.118
88 H -0.760 -2.911 3.903  0.102
89 O 4.446 5.770 0.844  0.104
90 C 3.794 4.959 0.227  -0.512
91 O 2.939 4.145 0.828  0.024
92 C 2.168 3.339 -0.098  -0.122
93 C 2.446 3.993 -1.457  -0.137
94 C 3.766 4.693 -1.255  -0.072
95 H 1.155 3.266 0.253  0.092
96 H 2.643 2.389 0.005  0.112
97 H 1.676 4.766 -1.637  0.121
98 H 2.383 3.189 -2.229  0.125
99 H 3.915 5.624 -1.779  0.125
100 H 4.600 4.005 -1.385  0.136
101 O -7.148 0.048 -3.979  0.100
102 C -5.984 -0.051 -4.308  -0.526
103 O -5.177 0.970 -4.274  0.060
104 C -3.822 0.576 -4.564  -0.134
105 C -3.830 -0.923 -4.815  -0.143
106 C -5.312 -1.339 -4.680  -0.054
107 H -3.243 0.793 -3.662  0.107
108 H -3.496 1.162 -5.412  0.122
109 H -3.078 -1.490 -4.244  0.114
110 H -3.485 -1.117 -5.831  0.098
111 H -5.488 -2.141 -3.972  0.108
112 H -5.647 -1.707 -5.649  0.128
113 O -2.594 3.845 -3.646  0.124
114 C -3.555 4.195 -3.082  -0.518
115 O -3.998 3.665 -1.893  0.006
116 C -5.194 4.445 -1.504  -0.141
117 C -5.747 4.959 -2.791  -0.172
118 C -4.519 5.202 -3.655  -0.071
119 H -4.936 5.318 -0.899  0.106
120 H -5.800 3.784 -0.888  0.134
121 H -6.328 5.889 -2.621  0.127
122 H -6.418 4.303 -3.307  0.109
123 H -4.079 6.223 -3.506  0.143
124 H -4.640 5.038 -4.743  0.135
125 O 0.430 -0.701 5.376  0.131
126 C 0.512 0.470 5.254  -0.414
127 O 1.294 1.257 6.127  -0.011
128 C 1.382 2.594 5.576  -0.162
129 C 0.129 2.756 4.719  -0.171
130 C -0.192 1.385 4.193  -0.059
131 H 2.313 2.608 4.973  0.125
132 H 1.598 3.277 6.419  0.131
133 H 0.203 3.610 4.056  0.084
134 H -0.635 3.015 5.470  0.128
135 H 0.226 1.127 3.191  0.130
136 H -1.280 1.058 4.285  0.126
137 O 6.006 -4.030 3.037  0.118
138 C 5.141 -3.300 3.357  -0.533
139 O 4.078 -3.680 4.044  0.040
140 C 3.246 -2.596 4.425  -0.150
141 C 3.661 -1.395 3.591  -0.134
142 C 5.072 -1.795 3.149  -0.057
143 H 3.443 -2.378 5.488  0.134
144 H 2.209 -2.897 4.280  0.102
145 H 3.673 -0.404 4.068  0.120
146 H 3.045 -1.174 2.743  0.076
147 H 5.848 -1.387 3.764  0.123
148 H 5.271 -1.622 2.115  0.092

2.
DFT (wB97M-V/def2-TZVPD) results for a 2-piece molecular cluster, C14H16O overall in a non-equilibrium geometry.

* HOMO-LUMO gap: 9.0 eV
* energy above the lowest of the compared OMol25 structures with the same formula, charge and spin: 95.1 kJ/mol
* net charge: 0
* spin multiplicity: 1
* E_tot: -16824.249 eV
* SMILES string: Cc1ccc(O)cc1.Cc1ccccc1

Each line ends with the natural charge from an NBO analysis.
Atoms and positions in Å:
1 C 3.645 -2.703 -2.087  -0.628
2 C 2.253 -2.394 -1.600  -0.046
3 C 2.061 -1.776 -0.378  -0.194
4 C 0.797 -1.242 -0.120  -0.285
5 C -0.289 -1.486 -0.934  0.291
6 O -1.509 -0.930 -0.678  -0.675
7 C -0.093 -2.234 -2.092  -0.249
8 C 1.169 -2.650 -2.447  -0.203
9 H 4.148 -1.795 -2.442  0.215
10 H 3.716 -3.470 -2.851  0.217
11 H 4.301 -2.907 -1.232  0.213
12 H 2.846 -1.745 0.364  0.209
13 H 0.735 -0.605 0.744  0.213
14 H -1.380 -0.183 -0.091  0.489
15 H -0.970 -2.362 -2.717  0.221
16 H 1.389 -2.972 -3.455  0.212
17 C -3.206 2.982 2.580  -0.633
18 C -1.972 2.453 1.902  -0.002
19 C -1.791 2.616 0.522  -0.220
20 C -0.548 2.406 -0.069  -0.221
21 C 0.445 1.780 0.681  -0.240
22 C 0.240 1.468 2.019  -0.210
23 C -0.992 1.743 2.596  -0.224
24 H -3.881 3.442 1.873  0.221
25 H -2.892 3.727 3.313  0.223
26 H -3.643 2.196 3.198  0.223
27 H -2.686 2.764 -0.075  0.214
28 H -0.270 2.940 -0.967  0.226
29 H 1.369 1.463 0.219  0.224
30 H 0.972 0.878 2.554  0.215
31 H -1.171 1.688 3.667  0.209

Number 1: HOMO energy -8.65 eV. Number 2: HOMO energy -8.16 eV.